The following is a quantum chemistry calculation of a structure of composition C37H59N5O2SSi3TeTi in a non-equilibrium geometry, from the Open Molecules 2025 dataset.

Cartesian coordinates (Å):
Ti (-0.10, -0.19, 0.36)
N (-0.23, -4.63, 0.28)
C (-0.15, -3.28, 0.54)
S (0.87, -2.33, -0.53)
N (-0.80, -2.83, 1.57)
N (-0.70, -1.45, 1.70)
C (-1.38, -0.92, 2.75)
C (-1.65, 0.41, 2.67)
C (-2.51, 1.14, 3.55)
C (-2.89, 2.40, 3.25)
C (-2.41, 3.01, 2.03)
C (-1.57, 2.32, 1.24)
N (-1.14, 1.04, 1.52)
H (-0.09, -4.87, -0.70)
H (-1.05, -5.07, 0.68)
H (-1.81, -1.56, 3.51)
H (-2.86, 0.65, 4.45)
H (-3.55, 2.94, 3.91)
H (-2.71, 4.01, 1.75)
H (-1.19, 2.76, 0.33)
C (-0.01, 2.19, -2.16)
O (0.56, 1.36, -1.14)
Si (2.09, 1.69, -0.43)
C (3.31, 1.48, -1.82)
C (2.13, 3.53, -0.10)
C (2.03, 0.59, 1.00)
Si (3.28, -0.82, 1.02)
C (4.97, -0.36, 1.76)
C (2.76, -2.26, 2.12)
C (3.87, -1.44, -0.65)
Si (2.14, 1.48, 2.63)
C (2.15, 0.24, 4.04)
C (3.70, 2.56, 2.79)
C (0.85, 2.72, 3.17)
H (0.54, 2.05, -3.10)
H (0.06, 3.24, -1.87)
H (-1.05, 1.93, -2.30)
H (3.21, 2.33, -2.51)
H (3.15, 0.56, -2.39)
H (4.34, 1.48, -1.45)
H (2.06, 4.10, -1.04)
H (3.09, 3.78, 0.36)
H (1.34, 3.88, 0.57)
H (4.92, -0.04, 2.81)
H (5.49, 0.41, 1.19)
H (5.59, -1.27, 1.73)
H (3.46, -2.38, 2.94)
H (2.73, -3.19, 1.55)
H (1.76, -2.11, 2.54)
H (4.69, -0.82, -1.02)
H (3.11, -1.51, -1.43)
H (4.26, -2.46, -0.50)
H (3.05, -0.38, 4.06)
H (1.29, -0.43, 3.97)
H (2.08, 0.79, 4.99)
H (4.48, 2.33, 2.07)
H (4.14, 2.46, 3.79)
H (3.43, 3.62, 2.66)
H (0.48, 3.39, 2.39)
H (1.33, 3.34, 3.93)
H (-0.02, 2.25, 3.63)
C (-3.71, 0.21, 0.10)
C (-2.72, 0.21, -1.05)
O (-3.05, 0.83, -2.08)
N (-1.62, -0.58, -0.91)
Te (-0.82, -0.96, -3.06)
C (-1.03, -0.99, -5.29)
C (-2.27, -1.19, -5.93)
C (-3.55, -1.39, -5.16)
C (-2.33, -1.21, -7.32)
C (-1.21, -0.99, -8.11)
C (-1.29, -1.02, -9.61)
C (-0.01, -0.73, -7.47)
C (0.10, -0.71, -6.08)
C (1.47, -0.38, -5.51)
C (-1.27, -3.05, -2.98)
C (-2.42, -3.54, -2.36)
C (-3.52, -2.70, -1.76)
C (-2.59, -4.93, -2.26)
C (-1.67, -5.83, -2.76)
C (-1.87, -7.32, -2.63)
C (-0.54, -5.31, -3.38)
C (-0.31, -3.95, -3.49)
C (0.96, -3.52, -4.16)
H (-4.66, -0.13, -0.32)
H (-3.85, 1.22, 0.48)
H (-3.41, -0.45, 0.91)
H (-3.62, -0.70, -4.32)
H (-3.62, -2.41, -4.76)
H (-4.41, -1.22, -5.81)
H (-3.29, -1.38, -7.80)
H (-2.33, -1.12, -9.95)
H (-0.73, -1.86, -10.02)
H (-0.88, -0.11, -10.05)
H (0.88, -0.52, -8.06)
H (1.91, 0.46, -6.05)
H (2.15, -1.23, -5.61)
H (1.43, -0.12, -4.45)
H (-3.48, -1.67, -2.09)
H (-3.45, -2.71, -0.67)
H (-4.49, -3.10, -2.04)
H (-3.49, -5.30, -1.77)
H (-2.86, -7.55, -2.24)
H (-1.14, -7.75, -1.94)
H (-1.75, -7.82, -3.59)
H (0.21, -6.00, -3.77)
H (0.78, -3.33, -5.22)
H (1.72, -4.30, -4.07)
H (1.37, -2.61, -3.72)

Summary:
Highest occupied orbital energy (alpha / beta) in eV: -3.450 / -3.736
LUMO (alpha / beta) in eV: 2.30 / 1.85
2S+1: 2
Frontier orbital gap (alpha / beta) in eV: 5.75 / 5.58
Net charge: -1
<S²>: 1.06
Calculated total energy in hartree: -4253.92776